Record 1
{"formula": "C39H39N6O3TeY", "method": "ωB97M-V/def2-TZVPD", "symbols": ["H", "C", "H", "C", "C", "H", "H", "Y", "C", "H", "C", "C", "H", "C", "H", "C", "H", "C", "H", "C", "H", "N", "H", "C", "H", "H", "H", "C", "H", "H", "C", "H", "H", "C", "H", "C", "C", "H", "C", "C", "O", "H", "N", "C", "H", "C", "H", "C", "C", "H", "N", "H", "H", "N", "H", "H", "C", "C", "N", "O", "H", "C", "N", "C", "H", "C", "H", "H", "H", "Te", "C", "C", "H", "C", "H", "C", "C", "C", "H", "C", "C", "H", "O", "C", "C", "C", "H", "C", "H"], "xyz": [[-1.677, -1.949, 2.918], [-0.987, 3.312, -2.133], [4.910, 4.276, -0.022], [-0.890, 4.868, 2.600], [-0.438, 2.054, -1.908], [0.803, -6.580, -1.478], [-3.700, 2.356, 3.995], [0.552, -0.075, 1.501], [-0.461, -1.013, -1.482], [-2.494, 4.740, -1.614], [0.301, 4.628, 1.940], [2.386, -4.266, 1.562], [2.207, -2.593, 2.846], [0.882, -2.803, -0.251], [2.145, -1.861, 5.446], [-2.154, -1.010, 3.178], [-3.559, 3.241, 0.063], [1.823, 1.349, -2.307], [3.659, 0.210, 0.419], [1.949, -2.992, 1.868], [0.250, 1.889, 5.249], [-1.482, 0.106, 2.873], [1.142, -3.350, -5.812], [-2.084, 3.760, -1.414], [0.899, 5.456, 1.591], [-1.720, -0.038, -2.706], [0.206, 0.219, 5.873], [2.973, -1.184, 5.257], [2.243, 2.205, -1.771], [2.383, -6.050, -2.127], [-3.393, -0.992, 3.790], [0.939, -6.046, -3.169], [2.419, -5.818, 0.079], [-0.896, -2.884, -6.292], [-4.420, 0.570, -4.902], [1.305, -5.891, -2.160], [0.234, -2.856, -5.496], [-4.064, -0.702, -6.076], [-3.258, 1.398, 3.768], [2.945, 3.925, 0.757], [0.526, 1.652, -2.788], [-0.544, 3.917, -2.914], [2.296, 1.653, 0.984], [-1.657, 3.803, 3.043], [1.100, -2.134, -3.675], [-2.093, -1.552, -4.692], [2.729, 4.976, 0.867], [2.019, 2.960, 1.124], [1.331, -4.096, -0.585], [-3.898, -1.918, 4.021], [0.092, -2.222, -1.291], [-2.597, 0.992, 0.457], [-1.221, 5.883, 2.771], [-0.056, 2.291, 2.155], [-0.882, -3.409, -7.237], [3.411, -0.827, 6.184], [-3.951, 0.239, 4.085], [4.177, 3.532, 0.260], [-1.070, -0.811, -2.663], [-3.153, -0.863, -4.189], [1.376, 1.402, 6.535], [0.704, 3.315, 1.751], [-0.456, -0.053, -0.548], [0.206, -2.180, -4.283], [-0.087, -2.881, -2.040], [4.464, 2.182, 0.141], [2.967, -4.839, 2.273], [3.732, -1.674, 4.653], [5.417, 1.832, -0.228], [2.278, 0.509, 4.191], [2.077, -4.824, 0.325], [0.843, 1.070, 5.649], [2.432, 1.144, -3.184], [-2.059, -2.231, -5.899], [1.821, 0.468, -1.660], [-2.672, 2.928, -0.471], [-1.217, 2.516, 2.783], [3.487, 1.278, 0.510], [-2.929, -2.276, -6.535], [-2.130, 1.672, -0.248], [1.185, -2.213, 0.972], [-2.580, 3.988, 3.570], [0.983, -4.542, -1.823], [-2.016, 1.306, 3.163], [-0.956, -1.551, -3.869], [-4.253, -0.498, -5.027], [-4.922, 0.302, 4.558], [-0.996, 1.225, -0.923], [-5.134, -1.050, -4.704]], "gap_ev": 6.25, "energy_ev": -64485.47538, "charge": 2, "lumo_energy_ha": -0.2180, "e_above_lowest_kcal_mol": 22.7}

***

Record 2
{"formula": "C4H11N3", "method": "ωB97M-V/def2-TZVPD", "symbols": ["H", "H", "H", "H", "C", "H", "N", "H", "N", "N", "H", "H", "H", "C", "C", "H", "C", "H"], "xyz": [[1.153, -0.440, -1.220], [0.755, 1.700, 2.290], [0.156, -2.690, -0.354], [2.252, 2.367, 0.845], [0.625, 1.436, 1.277], [-2.009, -0.773, 0.514], [1.778, 1.584, 0.473], [0.293, -1.537, 0.952], [-1.826, -1.780, 0.214], [-0.466, 1.048, 0.713], [-1.505, 0.915, -1.246], [1.470, 1.901, -0.462], [-0.228, -1.172, -2.002], [0.108, -0.682, -1.092], [-0.527, 0.712, -0.764], [0.047, 1.440, -1.223], [-0.200, -1.730, -0.030], [-1.878, -2.298, 1.114]], "gap_ev": 10.12, "energy_ev": -8795.08565, "charge": 0, "lumo_energy_ha": 0.0332, "e_above_lowest_kcal_mol": 58.4}